An isolated ion of composition C8H13N4S and charge +1, computed with ωB97M-V/def2-TZVPD.

LUMO (alpha / beta): -5.4154 / -5.6758 eV
calculated total energy: -929.30862 Eh
total charge: +1
highest occupied orbital energy (alpha / beta): -11.58 / -11.98 eV
relative energy (zero: lowest compared OMol25 entry of this formula, charge and spin): 174.7 kcal per mole
orbital gap (alpha / beta): 6.16 / 6.30 eV

Positions of all 26 atoms, in Å:
C  2.37402  0.89690  0.50828
C  0.00068  1.13385  0.31042
C  1.81150  -1.46636  0.97578
C  -1.11512  0.54299  -0.12656
C  0.18188  -1.29474  -1.01699
C  1.50921  2.93836  -0.42879
C  -0.35512  -2.63813  0.92326
C  -3.92159  0.26048  -0.35509
N  -0.98433  -0.59688  -0.79892
N  2.66622  -0.39532  0.66588
N  1.23157  1.49414  0.10741
N  0.69060  -1.82344  0.32353
S  -2.60357  1.27057  0.26680
H  3.23996  1.59394  0.37273
H  -0.01020  -2.23029  -1.66281
H  1.09060  -0.75087  -1.42234
H  1.38023  2.96155  -1.54563
H  0.76667  3.40862  0.18922
H  2.58114  3.25148  -0.26265
H  -1.37366  -2.13888  0.89146
H  -0.25510  -3.47310  0.35452
H  -0.02473  -2.71423  1.90487
H  -3.76582  -0.72527  0.09941
H  -3.88857  0.24346  -1.44760
H  -4.79511  0.87380  0.12236
H  3.56864  -0.62263  1.05145

---

One molecule with the formula C8H13NO, computed with ωB97M-V/def2-TZVPD.

LUMO: 0.7226 eV
calculated total energy: -442.54723 Eh
total charge: 0
highest occupied orbital energy: -9.27 eV
relative energy (zero: lowest compared OMol25 entry of this formula, charge and spin): 51.5 kcal per mole
orbital gap: 9.99 eV
SMILES string: CC1(C)C(=N)C(C)(C)C1=O

Positions of all 23 atoms, in Å:
C  0.21203  -0.81994  0.16622
C  -0.60713  1.02713  -0.43401
C  0.50344  0.04299  -1.00075
C  -0.77484  0.17359  0.79457
C  1.92788  0.57027  -1.08888
C  0.11972  -0.68691  -2.35088
C  -2.10610  -0.33986  1.33563
C  0.01158  0.92761  1.92197
N  0.74752  -1.83328  0.61068
O  -1.12003  1.98144  -0.96324
H  2.04367  0.76051  -2.12851
H  2.55250  -0.26445  -0.98552
H  2.21928  1.46260  -0.51591
H  0.24833  0.12058  -3.14453
H  -0.81477  -1.16244  -2.31607
H  0.75547  -1.50947  -2.59670
H  -2.60857  0.64062  1.64664
H  -1.78548  -1.06190  2.18841
H  -2.54382  -1.04993  0.60189
H  -0.20431  1.98117  2.05252
H  1.03200  0.72733  1.74550
H  -0.18499  0.39027  2.85512
H  0.37660  -2.07793  1.60584

---

C8H13NPSr as an isolated structure, computed with ωB97M-V/def2-TZVPD.

LUMO: 2.3224 eV
calculated total energy: -739.29123 Eh
total charge: -1
highest occupied orbital energy: -0.90 eV
relative energy (zero: lowest compared OMol25 entry of this formula, charge and spin): 0.0 kcal per mole
orbital gap: 3.22 eV

Positions of all 24 atoms, in Å:
C  -0.62851  -0.30054  -2.79365
C  -0.89845  -0.96324  -4.00729
C  -0.13576  -2.16517  -4.06947
C  0.64059  -2.29199  -2.88152
C  0.40015  -1.18328  -2.04398
Sr  0.17728  1.71136  0.07814
P  -0.35569  3.79380  -1.93570
H  -1.06200  0.64269  -2.43587
H  -1.58315  -0.61058  -4.77828
H  -0.14614  -2.87514  -4.89441
H  0.83098  -0.98407  -1.05288
H  1.31807  -3.11508  -2.65586
H  -1.69502  4.31214  -2.06806
H  -0.11667  3.61502  -3.34472
H  0.29272  5.07579  -1.83211
C  -0.35208  -0.93226  5.17793
C  0.95307  -0.43047  4.52170
C  0.73820  0.16618  3.23230
N  0.56865  0.65994  2.18465
H  -1.05681  -0.10502  5.31680
H  -0.15886  -1.37643  6.15826
H  -0.82957  -1.69439  4.55247
H  1.43780  0.31821  5.17081
H  1.66120  -1.26747  4.40075

---

One molecule with the formula C8H14, computed with ωB97M-V/def2-TZVPD.

LUMO: 1.0744 eV
calculated total energy: -312.94119 Eh
total charge: 0
highest occupied orbital energy: -9.04 eV
relative energy (zero: lowest compared OMol25 entry of this formula, charge and spin): 173.3 kcal per mole
orbital gap: 10.11 eV
SMILES string: C1=C\CCCCCC/1

Positions of all 22 atoms, in Å:
C  1.22822  -1.57369  0.00496
C  -0.28388  -0.91337  -0.50487
C  -1.66481  -1.34022  0.04717
C  -2.31483  0.15339  0.21705
C  -1.27359  1.38712  -0.30411
C  0.01742  1.86094  -0.12258
C  1.41305  1.17575  0.25289
C  2.21896  -0.23569  -0.02099
H  1.48212  -2.28043  -0.76103
H  0.90805  -2.12776  0.90598
H  -0.08487  -0.19367  0.24069
H  -0.04208  -0.47375  -1.62772
H  -2.46335  -2.10184  -0.49539
H  -1.38017  -1.94149  1.13156
H  -3.14099  0.24681  -0.27576
H  -2.36613  0.13064  1.33404
H  -1.80554  2.42583  -0.43028
H  0.10049  2.99538  -0.22259
H  1.59845  1.56270  1.39829
H  2.14927  1.80308  -0.42133
H  2.68754  -0.36312  -1.14476
H  3.01668  -0.19660  0.79880

---

One molecule with the formula C8H14, computed with ωB97M-V/def2-TZVPD.

LUMO: -1.5326 eV
calculated total energy: -312.94810 Eh
total charge: 0
highest occupied orbital energy: -6.22 eV
relative energy (zero: lowest compared OMol25 entry of this formula, charge and spin): 169.0 kcal per mole
orbital gap: 4.68 eV

Positions of all 22 atoms, in Å:
C  2.74079  -0.68599  -0.42928
C  1.44606  0.11395  -1.13228
C  0.90173  1.10804  -0.26713
C  -0.22670  0.67027  0.66361
C  -1.11401  -0.45914  0.02997
C  -2.21167  -0.09583  -0.59561
C  -3.51467  -0.51009  -0.86194
C  0.12704  0.34545  2.10201
H  3.34084  -1.32507  -1.15049
H  2.48186  -1.36275  0.44560
H  3.35356  0.16718  -0.07840
H  0.87048  -0.70745  -1.45247
H  1.93403  0.42606  -2.10417
H  -1.03176  1.44477  0.63447
H  0.82232  2.15630  -0.50830
H  -0.64925  -1.47159  0.11403
H  -1.78590  0.80422  -0.98481
H  -4.15683  0.00690  -1.67695
H  -3.96478  -1.41499  -0.28379
H  -0.79075  0.16747  2.79512
H  0.76357  -0.60816  2.31803
H  0.66403  1.23045  2.42276

---

A 3-piece molecular cluster, C8H14 overall, computed with ωB97M-V/def2-TZVPD.

LUMO (alpha / beta): -0.3754 / -0.3757 eV
calculated total energy: -312.96881 Eh
total charge: 0
highest occupied orbital energy (alpha / beta): -8.72 / -8.72 eV
relative energy (zero: lowest compared OMol25 entry of this formula, charge and spin): 156.0 kcal per mole
orbital gap (alpha / beta): 8.34 / 8.34 eV

Positions of all 22 atoms, in Å:
C  -0.40588  -0.85655  0.43698
C  -1.81705  -0.80168  0.93540
C  0.67076  -0.99736  1.46791
C  -0.10302  -1.28675  -0.87651
C  -0.20650  1.52711  0.26324
C  -1.18069  2.00969  -0.50867
H  -0.16140  1.78545  1.31530
H  -0.94262  -1.37716  -1.55988
H  -1.93981  -0.07200  1.73372
H  -2.05940  -1.78762  1.35375
H  -2.52449  -0.59637  0.13558
H  0.48790  -0.36500  2.33598
H  1.64405  -0.75134  1.03709
H  0.70123  -2.03944  1.80678
H  0.81663  -0.44667  -1.33107
H  0.55554  -2.15378  -0.92856
H  -1.21595  1.78035  -1.56785
H  -1.96584  2.65312  -0.13080
C  1.92844  0.56448  -1.47182
C  3.01009  0.88894  -1.91235
H  3.96524  1.19142  -2.26306
H  0.74277  1.13115  -0.27115

---

C8H14 as an isolated structure, computed with ωB97M-V/def2-TZVPD.

LUMO (alpha / beta): -7.2207 / -6.0985 eV
calculated total energy: -312.73054 Eh
<S²>: 0.84
total charge: +1
highest occupied orbital energy (alpha / beta): -11.41 / -14.35 eV
2S+1: 2
relative energy (zero: lowest compared OMol25 entry of this formula, charge and spin): 94.7 kcal per mole
orbital gap (alpha / beta): 4.19 / 8.25 eV

Positions of all 22 atoms, in Å:
C  -1.69214  0.27676  2.63547
C  -0.94607  0.61335  1.44069
C  -0.39197  -0.18545  0.41658
C  0.45962  0.34859  -0.68086
C  0.72229  -0.69728  -1.72433
C  1.84707  -0.61146  -2.45422
C  2.96749  0.22403  -2.20677
C  -0.33551  1.45268  -1.40275
H  -1.71803  -0.72452  3.01129
H  -3.31088  -3.31399  5.47289
H  -2.34474  0.91228  3.17563
H  -0.48063  -1.26996  0.37203
H  -0.83306  1.80416  1.29949
H  1.32421  0.93066  -0.40904
H  -2.54729  -3.03325  5.32318
H  0.20821  -1.66500  -1.72153
H  1.98961  -1.34323  -3.25849
H  3.18093  0.62952  -1.22434
H  3.57987  0.47103  -3.03126
H  -1.23821  0.99595  -1.86601
H  0.18840  1.81504  -2.30663
H  -0.62916  2.37008  -0.86102

---

A 2-piece molecular cluster, C8H14BF7O3 overall, computed with ωB97M-V/def2-TZVPD.

LUMO: -2.3673 eV
calculated total energy: -1262.74496 Eh
total charge: 0
highest occupied orbital energy: -7.16 eV
orbital gap: 4.79 eV

Positions of all 33 atoms, in Å:
C  2.24139  -0.88968  0.24711
C  1.89029  -0.23830  -1.10228
C  0.68543  0.70732  -1.12645
C  -0.65328  0.42854  -0.44048
C  -1.35242  -0.83376  -1.04589
F  -1.97165  -0.46785  -2.19909
F  -0.44413  -1.81876  -1.41118
C  -2.43158  -1.58564  -0.20541
F  -3.21333  -0.69776  0.44008
F  -3.20454  -2.29701  -1.07204
C  -1.90640  -2.67545  0.81277
F  -0.61086  -2.52103  1.14923
F  -2.62723  -2.63302  1.94733
F  -2.00941  -3.90055  0.28712
C  -0.55526  0.62834  1.12582
O  -1.49451  1.52425  1.52313
B  -1.88486  2.37047  0.34652
O  -1.46942  1.50458  -0.80898
H  3.32200  -1.03684  0.33430
H  1.90649  -0.31786  1.10797
H  1.80323  -1.88055  0.31750
H  2.73645  0.36865  -1.43470
H  1.82428  -1.04670  -1.82490
H  0.94699  1.69086  -0.71530
H  0.45089  0.89341  -2.17724
H  -0.56511  -0.26041  1.73832
H  0.47757  1.06739  1.27604
H  -1.30772  3.46785  0.34903
H  -3.10590  2.53203  0.33381
O  3.14812  1.83067  0.43504
H  2.17039  1.98104  0.57046
H  3.60401  1.54560  1.24774
H  3.60006  2.56018  -0.02534

---

C8H14BaOP as an isolated structure, computed with ωB97M-V/def2-TZVPD.

LUMO (alpha / beta): 2.1713 / 2.1716 eV
calculated total energy: -755.05336 Eh
total charge: -1
highest occupied orbital energy (alpha / beta): -0.44 / -0.44 eV
orbital gap (alpha / beta): 2.61 / 2.61 eV

Positions of all 25 atoms, in Å:
C  1.45963  -2.88690  -0.01368
C  1.00551  -3.76377  -0.93681
C  -0.18362  -3.74707  -1.75370
C  -1.39062  -3.00032  -2.01865
C  -1.89015  -1.83817  -1.46374
Ba  0.35257  -0.72346  -0.87162
P  2.39490  0.40751  1.23415
H  2.40352  -2.95747  0.56832
H  1.60169  -4.69062  -1.15599
H  -0.18127  -4.65121  -2.37153
H  -2.75284  -1.15834  -1.70452
H  -1.96524  -3.54876  -2.82531
H  3.04041  1.58639  0.72309
H  3.61282  -0.27552  1.54892
H  2.17698  0.93698  2.54040
C  -0.01052  3.67075  0.20250
C  -0.85163  2.54563  0.67883
C  -1.99182  2.71301  1.60711
O  -0.60507  1.37970  0.29019
H  -0.31437  4.66405  0.49045
H  0.02215  3.66539  -0.88392
H  1.01854  3.55704  0.53482
H  -2.86505  2.24448  1.16280
H  -1.80263  2.16249  2.52495
H  -2.28388  3.70819  1.89295